[1]
Below is 13 unconnected molecules or ions with the total composition C18H62O22 in a non-equilibrium geometry, with properties calculated with ωB97M-V/def2-TZVPD.

The value obtained for the molar mass is 630.67 g mol⁻¹. The HOMO energy is -9.78 eV. The orbital gap is 9.41 eV. For the relative energy (zero: lowest compared OMol25 entry of this formula, charge and spin), the calculation gives 30.9 kcal/mol. The value obtained for the LUMO energy is -0.373 eV.

Atoms and positions in Å:
C -1.026 2.202 3.624
C 0.085 1.868 4.581
O 0.082 2.755 5.699
O -2.230 2.212 4.369
H -1.053 1.632 2.696
H -0.997 3.250 3.327
H 1.081 1.864 4.137
H -0.006 0.876 5.023
H 0.726 2.457 6.345
H -2.055 2.904 5.011
C 3.281 0.569 -4.617
C 2.035 -0.374 -4.840
O 1.796 -0.624 -6.188
O 4.441 0.019 -5.140
H 3.458 0.689 -3.548
H 3.149 1.572 -5.025
H 1.086 -0.098 -4.381
H 2.373 -1.291 -4.357
H 1.189 -1.365 -6.258
H 4.137 -0.731 -5.656
C 2.399 -3.008 3.692
C 1.668 -2.853 4.991
O 1.529 -1.556 5.440
O 3.795 -2.989 3.854
H 2.133 -2.241 2.965
H 2.182 -4.012 3.327
H 2.174 -3.474 5.731
H 0.658 -3.241 4.864
H 0.665 -1.286 5.122
H 3.944 -2.139 4.273
C -4.682 -1.576 -2.980
C -4.002 -1.635 -1.574
O -4.761 -2.237 -0.532
O -5.727 -0.686 -2.986
H -5.076 -2.557 -3.246
H -3.976 -1.267 -3.752
H -3.653 -0.693 -1.152
H -3.136 -2.294 -1.647
H -5.307 -1.480 -0.307
H -6.487 -1.138 -2.612
C -1.412 -3.398 0.460
C -0.309 -3.877 1.402
O -0.829 -4.935 2.191
O -2.552 -2.999 1.222
H -1.552 -4.255 -0.199
H -1.078 -2.556 -0.146
H 0.105 -3.109 2.056
H 0.582 -4.175 0.850
H -1.527 -4.609 2.764
H -3.300 -2.918 0.626
C 3.636 -2.135 -0.696
C 4.201 -3.133 0.355
O 3.267 -4.188 0.536
O 4.155 -0.873 -0.405
H 2.561 -1.964 -0.743
H 3.902 -2.327 -1.735
H 4.227 -2.655 1.334
H 5.198 -3.515 0.135
H 3.562 -4.734 1.269
H 3.691 -0.550 0.371
C 0.301 0.769 -1.388
C 0.877 0.861 0.047
O 0.701 -0.479 0.672
O -1.095 0.481 -1.511
H 0.862 -0.014 -1.900
H 0.483 1.578 -2.095
H 0.372 1.673 0.570
H 1.955 1.022 0.020
H 1.445 -0.491 1.279
H -1.189 0.104 -2.389
C 1.433 4.717 -0.403
C 1.663 4.830 1.096
O 2.977 5.255 1.385
O 2.294 3.589 -0.667
H 1.661 5.601 -0.999
H 0.437 4.333 -0.626
H 1.351 3.971 1.690
H 1.029 5.649 1.436
H 3.049 5.364 2.336
H 3.206 3.850 -0.525
C -4.972 3.022 -2.532
C -4.489 2.185 -1.350
O -4.900 2.722 -0.132
O -6.384 3.199 -2.641
H -4.638 2.544 -3.453
H -4.543 4.025 -2.522
H -3.403 2.154 -1.262
H -5.016 1.237 -1.457
H -4.454 2.185 0.527
H -6.774 3.409 -1.789
O 1.343 3.692 -3.251
H 0.448 3.984 -3.074
H 1.748 3.625 -2.386
O -2.200 -0.308 1.119
H -1.377 -0.292 0.631
H -2.379 -1.238 1.257
O 3.001 -0.194 2.070
H 3.565 -0.561 2.751
H 3.245 0.730 2.027
O -1.227 -0.968 -3.996
H -1.048 -1.866 -3.717
H -1.779 -1.064 -4.772

Atoms 1-2, force components in eV/Å:
-0.203 1.437 0.572
1.148 -0.743 0.559

=====

[2]
Below is a molecular structure, C18H18IrN10P, with properties calculated with ωB97M-V/def2-TZVPD.

Its net charge is +1. The value obtained for the molar mass is 597.60 g mol⁻¹. The HOMO energy (spin up / spin down) is -12.28 / -12.28 eV. The orbital gap (spin up / spin down) is 6.91 / 5.66 eV. For the relative energy (zero: lowest compared OMol25 entry of this formula, charge and spin), the calculation gives 27.7 kcal/mol. The expectation value of S² is 0.7565. The multiplicity is 2. The value obtained for the LUMO energy (spin up / spin down) is -5.369 / -6.616 eV.

Atoms and positions in Å:
Ir 0.480 -0.938 -0.039
N -0.890 -0.635 3.048
C -1.638 -0.191 1.995
N -2.896 0.171 2.018
N -3.174 0.523 0.738
N -2.154 0.394 -0.024
N -1.129 -0.044 0.755
C 0.424 -0.989 2.936
N 1.201 -1.344 3.932
N 2.398 -1.620 3.374
N 2.381 -1.448 2.106
N 1.131 -1.030 1.785
H -1.306 -0.650 3.968
C 3.564 0.758 0.352
P 2.294 0.290 -0.825
C 3.122 -0.592 -2.165
C 1.535 1.777 -1.483
C 0.687 2.515 -0.652
C 0.106 3.680 -1.120
C 0.367 4.113 -2.414
C 1.210 3.384 -3.241
C 1.796 2.215 -2.781
H 4.293 1.375 -0.175
H 4.029 -0.130 0.774
H 3.121 1.341 1.160
H 3.952 0.001 -2.552
H 2.418 -0.794 -2.971
H 3.520 -1.529 -1.779
H 0.474 2.182 0.357
H -0.555 4.246 -0.479
H -0.092 5.021 -2.780
H 1.412 3.724 -4.248
H 2.450 1.657 -3.438
C 0.816 -2.739 -0.986
C -0.408 -3.092 -0.242
C -0.335 -3.655 1.054
C -1.473 -3.816 1.804
C -2.713 -3.402 1.290
C -2.812 -2.857 0.013
C -1.666 -2.707 -0.748
C -3.890 -3.530 2.103
N -4.828 -3.638 2.755
H 0.661 -2.605 -2.061
H 1.732 -3.288 -0.799
H 0.628 -3.949 1.456
H -1.423 -4.245 2.796
H -3.773 -2.539 -0.367
H -1.741 -2.285 -1.744

Atoms 1-2, force components in eV/Å:
-0.501 0.168 -0.015
-0.012 -0.001 -0.126

=====

[3]
Below is a molecular structure, C23H33BrCrF6O8Si, with properties calculated with ωB97M-V/def2-TZVPD.

Its net charge is -1. The value obtained for the molar mass is 711.48 g mol⁻¹. The HOMO energy (spin up / spin down) is -4.96 / -5.14 eV. The orbital gap (spin up / spin down) is 7.21 / 7.38 eV. The expectation value of S² is 3.7724. The multiplicity is 4. The value obtained for the LUMO energy (spin up / spin down) is 2.242 / 2.242 eV.

Atoms and positions in Å:
Cr 2.253 0.490 0.125
O 5.088 -1.601 5.017
C 4.489 -1.206 4.052
C 3.449 -0.077 4.029
O 3.064 0.556 4.988
C 3.056 0.023 2.626
C 3.703 -0.921 1.842
O 3.433 -0.975 0.566
C 4.624 -1.744 2.619
O 5.344 -2.653 2.269
O 2.211 0.835 2.070
C 3.056 4.122 -0.878
C 2.724 2.751 -0.382
O 3.638 1.908 -0.131
O 1.523 2.386 -0.243
H 4.110 4.340 -0.730
H 2.434 4.858 -0.373
H 2.823 4.156 -1.944
C -2.794 -2.805 -0.732
C -2.901 -2.006 0.577
C -4.391 -1.804 0.903
C -2.313 -2.909 1.675
Si -2.003 -0.305 0.421
Br 0.178 -1.022 0.412
C -2.203 0.831 1.942
C -2.132 0.021 3.245
C -3.565 1.549 1.896
C -1.097 1.894 2.017
C -2.293 0.564 -1.266
C -1.828 2.027 -1.244
C -1.523 -0.116 -2.410
C -3.794 0.573 -1.611
H -3.259 -3.785 -0.578
H -1.757 -2.978 -1.023
H -3.305 -2.330 -1.567
H -4.889 -2.779 0.906
H -4.908 -1.176 0.177
H -4.534 -1.368 1.892
H -2.848 -3.864 1.650
H -2.427 -2.497 2.675
H -1.257 -3.125 1.517
H -2.999 -0.625 3.384
H -2.106 0.719 4.087
H -1.228 -0.588 3.306
H -4.413 0.863 1.882
H -3.654 2.211 1.036
H -3.665 2.170 2.792
H -0.093 1.468 2.061
H -1.241 2.467 2.940
H -1.124 2.599 1.188
H -0.778 2.130 -0.988
H -2.419 2.648 -0.571
H -1.953 2.434 -2.254
H -0.445 0.021 -2.313
H -1.830 0.353 -3.351
H -1.713 -1.184 -2.498
H -4.408 1.018 -0.825
H -4.187 -0.421 -1.821
H -3.940 1.174 -2.514
C 4.379 -0.241 -2.498
C 2.876 -0.458 -2.678
O 2.133 0.213 -1.753
C 2.452 0.138 -4.046
F 2.549 1.477 -4.017
F 1.179 -0.153 -4.357
F 3.215 -0.266 -5.079
C 2.576 -1.996 -2.689
F 2.671 -2.532 -3.928
F 1.343 -2.267 -2.251
F 3.431 -2.677 -1.922
H 4.594 0.820 -2.611
H 4.964 -0.809 -3.221
H 4.655 -0.546 -1.491

Atoms 1-2, force components in eV/Å:
0.492 0.721 -0.260
-0.042 0.030 -0.051

=====

[4]
Below is 5 unconnected molecules or ions with the total composition C2H16N2O4 in a non-equilibrium geometry, with properties calculated with ωB97M-V/def2-TZVPD.

The value obtained for the molar mass is 132.16 g mol⁻¹. The HOMO energy is -9.73 eV. The orbital gap is 10.02 eV. For the relative energy (zero: lowest compared OMol25 entry of this formula, charge and spin), the calculation gives 45.7 kcal/mol. Its SMILES is CNCN.O.O.O.O. The value obtained for the LUMO energy is 0.287 eV.

Atoms and positions in Å:
C 0.963 2.582 0.407
N -0.069 1.558 0.151
C -0.857 1.205 1.373
N -0.741 -0.176 1.812
H 0.714 3.141 1.314
H 1.907 2.081 0.632
H 1.091 3.266 -0.421
H -0.753 1.878 -0.522
H -1.880 1.328 1.061
H -0.600 1.833 2.223
H -0.715 -0.780 1.007
H 0.126 -0.314 2.324
O -1.049 -1.296 -1.614
H -1.017 -0.329 -1.649
H -0.546 -1.437 -0.806
O -3.993 -0.486 -1.070
H -3.555 0.103 -0.448
H -3.268 -1.014 -1.431
O 2.055 -1.526 -2.916
H 2.653 -1.277 -2.207
H 2.175 -2.456 -3.123
O 2.713 -2.641 1.018
H 1.956 -2.053 1.077
H 2.692 -3.190 1.808

Atoms 1-2, force components in eV/Å:
-0.147 -0.748 0.541
-0.292 0.167 0.814

=====

[5]
Below is C4H9N3S in the gas phase in a non-equilibrium geometry, with properties calculated with ωB97M-V/def2-TZVPD.

The value obtained for the molar mass is 131.20 g mol⁻¹. The HOMO energy is -8.88 eV. The orbital gap is 9.59 eV. For the relative energy (zero: lowest compared OMol25 entry of this formula, charge and spin), the calculation gives 81.0 kcal/mol. Its SMILES is [H]/N=C(/C)N(/C=N/[H])SC. The value obtained for the LUMO energy is 0.707 eV.

Atoms and positions in Å:
H 1.621 -2.207 -0.403
N 2.037 -1.313 0.061
C 1.502 -0.207 0.016
C 2.378 0.851 0.437
N 0.194 0.105 -0.505
C -0.318 1.455 -0.260
N -1.545 1.912 -0.194
H -1.383 3.014 -0.020
S -1.048 -1.142 -0.470
C -1.950 -0.668 0.979
H 2.183 1.586 1.293
H 3.254 0.214 0.549
H 2.671 1.463 -0.411
H 0.383 2.271 -0.278
H -1.396 -0.656 2.071
H -2.684 -1.473 1.312
H -2.340 0.544 0.845

Atoms 1-2, force components in eV/Å:
0.128 2.485 1.226
0.303 -5.137 -1.420

=====

[6]
Below is a molecular structure, C20H31N3O2S, with properties calculated with ωB97M-V/def2-TZVPD.

The value obtained for the molar mass is 377.55 g mol⁻¹. The HOMO energy is -9.32 eV. The orbital gap is 9.82 eV. For the relative energy (zero: lowest compared OMol25 entry of this formula, charge and spin), the calculation gives 6.3 kcal/mol. The value obtained for the LUMO energy is 0.504 eV.

Atoms and positions in Å:
C -1.197 4.623 1.519
C -1.599 4.150 0.126
C -1.230 2.695 -0.162
C 0.278 2.445 -0.130
N 0.653 1.058 -0.399
C 1.696 0.810 -1.388
C 0.332 0.126 0.545
O -0.378 0.403 1.501
C 0.854 -1.283 0.309
C 0.591 -2.230 1.474
C 0.472 -3.682 1.001
C 0.096 -4.613 2.152
C 1.083 -4.501 3.312
C 1.231 -3.051 3.763
C 1.624 -2.169 2.595
C 2.412 -0.931 2.884
C 3.096 -2.130 2.276
N -1.900 2.227 -1.383
C -1.325 1.945 -2.577
O -0.269 2.423 -2.964
C -2.108 1.019 -3.448
C -2.853 -0.045 -3.021
S -3.508 -0.841 -4.361
N -2.838 0.166 -5.474
C -2.119 1.089 -4.882
C -1.413 2.122 -5.698
H -1.642 5.593 1.738
H -1.533 3.918 2.283
H -0.117 4.732 1.622
H -2.684 4.234 0.015
H -1.162 4.795 -0.641
H -1.649 2.087 0.640
H 0.781 3.072 -0.861
H 0.618 2.725 0.870
H 1.525 -0.137 -1.901
H 1.657 1.594 -2.135
H 2.692 0.787 -0.933
H 0.362 -1.663 -0.593
H 1.917 -1.244 0.061
H -0.368 -1.938 1.914
H -0.277 -3.751 0.206
H 1.427 -4.000 0.565
H -0.906 -4.345 2.507
H 0.039 -5.645 1.800
H 0.763 -5.130 4.145
H 2.062 -4.874 2.990
H 0.282 -2.693 4.179
H 1.978 -2.970 4.557
H 2.264 -0.061 2.260
H 2.619 -0.698 3.920
H 3.757 -2.715 2.903
H 3.417 -2.064 1.244
H -2.798 1.801 -1.230
H -3.013 -0.386 -2.009
H -1.672 3.128 -5.367
H -0.336 2.027 -5.575
H -1.682 1.998 -6.745

Atoms 1-2, force components in eV/Å:
0.006 0.002 -0.006
0.127 0.079 -0.116

=====

[7]
Below is 4 unconnected molecules or ions with the total composition C2H12N2O4 in a non-equilibrium geometry, with properties calculated with ωB97M-V/def2-TZVPD.

The value obtained for the molar mass is 128.13 g mol⁻¹. The HOMO energy is -9.57 eV. The orbital gap is 10.04 eV. For the relative energy (zero: lowest compared OMol25 entry of this formula, charge and spin), the calculation gives 37.9 kcal/mol. Its SMILES is NCNC=O.O.O.O. The value obtained for the LUMO energy is 0.472 eV.

Atoms and positions in Å:
N -1.410 0.920 -2.107
C -0.042 1.402 -1.871
N 0.804 0.163 -1.871
C 1.542 -0.236 -0.800
O 1.437 0.251 0.321
H -1.501 0.430 -2.962
H -1.970 0.712 -1.285
H 0.092 1.868 -0.862
H 0.380 2.100 -2.723
H 1.171 -0.213 -2.762
H 2.132 -1.155 -1.017
O 0.176 -1.573 2.511
H 1.123 -1.467 2.415
H -0.204 -0.700 2.376
O -2.215 -2.415 0.737
H -1.657 -2.397 1.502
H -1.729 -1.970 0.032
O 0.127 1.734 2.035
H 0.886 1.480 1.502
H 0.246 2.563 2.476

Atoms 1-2, force components in eV/Å:
1.007 2.519 0.984
0.041 -0.959 -0.892

=====

[8]
Below is a molecular structure, C28H27Br2N3ORhS, with properties calculated with ωB97M-V/def2-TZVPD.

Its net charge is +1. The value obtained for the molar mass is 716.33 g mol⁻¹. The HOMO energy is -10.79 eV. The orbital gap is 6.96 eV. For the relative energy (zero: lowest compared OMol25 entry of this formula, charge and spin), the calculation gives 14.8 kcal/mol. The value obtained for the LUMO energy is -3.830 eV.

Atoms and positions in Å:
Rh 0.329 0.789 -0.564
Br 0.434 0.669 1.826
C 2.352 0.667 1.970
C 2.926 0.613 3.199
C 4.336 0.595 3.261
C 5.071 0.621 2.112
C 4.454 0.670 0.837
C 5.214 0.672 -0.356
C 4.585 0.695 -1.563
C 3.171 0.736 -1.644
C 2.380 0.754 -0.527
C 3.037 0.705 0.741
H 2.330 0.576 4.101
H 4.822 0.552 4.226
H 6.152 0.598 2.158
H 6.295 0.643 -0.291
H 5.162 0.682 -2.478
H 2.735 0.742 -2.633
C 0.695 6.271 0.645
C 0.549 5.161 -0.355
C 0.450 5.399 -1.721
C 0.319 4.347 -2.620
C 0.293 3.087 -2.082
Br 0.141 1.471 -3.074
N 0.380 2.825 -0.785
C 0.509 3.838 0.070
H 0.729 7.239 0.151
H 1.611 6.152 1.224
H -0.141 6.275 1.344
H 0.477 6.415 -2.093
H 0.244 4.504 -3.686
H 0.582 3.574 1.117
C -4.386 -3.038 0.919
C -4.411 -2.424 -0.473
N -3.899 -1.043 -0.509
C -4.891 0.035 -0.548
C -5.335 0.490 0.835
C -2.584 -0.812 -0.463
S -2.074 0.848 -0.415
N -1.828 -1.917 -0.430
C -0.524 -2.063 -0.496
O 0.403 -1.196 -0.635
C -0.021 -3.466 -0.410
C -0.910 -4.534 -0.315
C -0.433 -5.831 -0.227
C 0.935 -6.070 -0.235
C 1.825 -5.009 -0.330
C 1.351 -3.711 -0.417
H -4.785 -4.052 0.879
H -4.996 -2.466 1.617
H -3.367 -3.084 1.301
H -5.432 -2.381 -0.848
H -3.826 -3.024 -1.166
H -5.741 -0.341 -1.116
H -4.474 0.868 -1.108
H -5.838 -0.311 1.375
H -6.034 1.322 0.742
H -4.481 0.825 1.423
H -1.972 -4.336 -0.313
H -1.128 -6.657 -0.154
H 1.306 -7.084 -0.167
H 2.891 -5.195 -0.336
H 2.038 -2.879 -0.491

Atoms 1-2, force components in eV/Å:
0.070 -0.043 -0.044
0.021 0.002 0.015

=====

no.,energy (Eh)
1,-2378.05409
2,-1689.62115
3,-6005.63025
4,-496.22431
5,-720.14432
6,-1493.66097
7,-493.86581
8,-6979.28882